# C5H11NS

A structure of composition C5H11NS in a non-equilibrium geometry (ωB97M-V/def2-TZVPD, the Open Molecules 2025 dataset).

Output
orbital gap: 9.682 eV
energy relative to the best compared isomer or geometry (same formula, charge and spin): 488.5 kJ/mol
F_max: 4.88 eV Å⁻¹
calculated total energy: -649.85299 Ha

ORCA input file:
```
! RIJCOSX wB97M-V def2-TZVPD def2/J DEFGRID3
* xyz 0 1
C 1.89 0.87 -0.73
C 0.64 0.88 0.16
C -0.33 -0.30 0.21
C -1.79 0.07 0.70
C 0.25 -1.48 0.63
H 2.18 -0.50 -0.69
H 2.77 1.60 0.05
H 1.76 1.08 -1.89
H 1.05 1.07 1.28
H -0.01 1.87 0.04
H -1.83 1.04 1.44
H -2.35 -0.73 1.38
H -2.42 0.06 -1.82
H 1.24 -1.62 0.87
H -0.30 -2.27 1.11
H 0.38 -0.95 -1.36
N -0.22 -1.50 -0.70
S -2.91 0.81 -0.66
*
```